Entry 1:
This record from the Open Molecules 2025 dataset describes a cluster of 3 separate species, C8H20INO14P2S in total in a non-equilibrium geometry. The level of theory is ωB97M-V/def2-TZVPD.

Values from the calculation:
HOMO-LUMO gap: 0.3221 hartree
SMILES string: O=NO[C@H]1OS(=O)(=O)O[C@H]1I.COP(=O)(OC)OC.COP(=O)(OC)OC
E_HOMO: -9.707 eV
Energy above the lowest of the compared OMol25 structures with the same formula, charge and spin: 30.4 kcal/mol

CARTESIAN COORDINATES (ANGSTROEM)
O (4.9549, -3.1900, -0.9160)
N (4.8003, -2.3768, -1.6974)
O (4.2390, -2.9569, -2.9812)
C (2.9074, -2.7216, -3.1798)
O (2.0001, -3.7914, -2.8572)
S (0.5112, -3.1818, -2.9221)
O (-0.2783, -3.7061, -3.9716)
O (-0.0384, -3.3967, -1.6289)
O (0.9073, -1.6666, -3.2244)
C (2.2644, -1.4156, -2.7608)
I (1.9958, -0.9740, -0.6623)
H (2.8352, -2.6950, -4.2775)
H (2.6314, -0.5259, -3.2530)
C (0.8851, 6.2697, -0.0271)
O (0.9816, 5.3536, -1.1376)
P (0.2652, 3.8912, -0.9967)
O (1.3505, 2.9407, -0.7254)
O (-0.2596, 3.8768, -2.5290)
C (0.3259, 4.6377, -3.5786)
O (-1.0978, 3.1441, -0.5255)
C (-2.0415, 3.8635, 0.2930)
H (1.4240, 7.1735, -0.2962)
H (-0.1550, 6.5286, 0.1769)
H (1.3395, 5.8351, 0.8651)
H (1.3855, 4.4054, -3.6914)
H (0.1901, 5.7040, -3.4098)
H (-0.1939, 4.3645, -4.4949)
H (-2.4013, 4.7582, -0.2212)
H (-1.5912, 4.1417, 1.2475)
H (-2.8829, 3.2043, 0.4829)
C (-0.5096, -3.7260, 1.5770)
O (-0.4213, -3.2484, 2.9434)
P (-1.2988, -1.9397, 3.3276)
O (-0.3616, -0.8095, 3.3660)
O (-1.7507, -2.4629, 4.7847)
C (-1.0146, -3.4196, 5.5379)
O (-2.7627, -1.3007, 3.0483)
C (-3.5914, -1.9014, 2.0334)
H (0.1389, -4.5902, 1.4741)
H (-1.5331, -4.0203, 1.3404)
H (-0.1829, -2.9467, 0.8907)
H (0.0087, -3.0838, 5.7085)
H (-1.0161, -4.3886, 5.0426)
H (-1.5166, -3.5208, 6.4980)
H (-3.8003, -2.9479, 2.2682)
H (-3.1134, -1.8335, 1.0541)
H (-4.5291, -1.3542, 2.0053)

***

Entry 2:
This record from the Open Molecules 2025 dataset describes a structure of composition C8H20N2 in a non-equilibrium geometry. The level of theory is ωB97M-V/def2-TZVPD.

Values from the calculation:
HOMO-LUMO gap: 0.3002 hartree
E_HOMO: -7.509 eV
Energy above the lowest of the compared OMol25 structures with the same formula, charge and spin: 118.2 kcal/mol

CARTESIAN COORDINATES (ANGSTROEM)
C (1.8316, -0.0340, -0.0827)
C (-0.5165, -0.7139, 1.1839)
C (1.9919, -1.4089, -0.6524)
C (1.4770, 1.0310, -0.9191)
C (2.3831, 0.2368, 1.2815)
N (-0.7871, 0.2990, 2.1845)
N (-1.5531, -1.6717, 0.8430)
H (0.3432, -1.2867, 1.5135)
H (-0.9976, -0.1008, 3.0939)
H (-2.3903, -1.1996, 0.5174)
H (-1.5675, 0.8815, 1.8997)
H (-1.7998, -2.2668, 1.6280)
H (1.3865, -1.5484, -1.5477)
H (1.7273, -2.1828, 0.0692)
H (3.0407, -1.5733, -0.9312)
H (0.1265, 1.0920, -0.9374)
H (1.7577, 2.0277, -0.5892)
H (1.6412, 0.8916, -1.9857)
H (2.4836, -0.6736, 1.8740)
H (3.3761, 0.6917, 1.1980)
H (1.7394, 0.9237, 1.8322)
C (-1.6534, -0.0213, -2.1083)
C (-1.3000, 0.8702, -0.9519)
C (-2.0792, 1.8752, -0.5510)
H (-0.6064, 0.0522, 0.0868)
H (-0.9356, 0.1086, -2.9234)
H (-1.6085, -1.0704, -1.8090)
H (-2.6530, 0.1876, -2.4982)
H (-3.0609, 2.0528, -0.9825)
H (-1.7968, 2.5305, 0.2642)

***

Entry 3:
This record from the Open Molecules 2025 dataset describes a structure of composition C8H20N3P in a non-equilibrium geometry. The level of theory is ωB97M-V/def2-TZVPD.

Values from the calculation:
HOMO-LUMO gap: 0.3083 hartree
E_HOMO: -7.537 eV
Energy above the lowest of the compared OMol25 structures with the same formula, charge and spin: 22.0 kcal/mol

CARTESIAN COORDINATES (ANGSTROEM)
C (3.0861, 0.6118, 0.9811)
C (2.3992, 1.7632, 0.2249)
C (2.1264, -0.5568, 1.0260)
C (-1.8301, -1.1706, -0.2315)
C (-2.7324, 0.6756, 1.1218)
C (-2.5616, 0.9078, -1.3989)
C (1.5240, -2.3589, -0.5653)
C (-1.8835, 0.3354, -0.1608)
N (2.0238, 1.3424, -1.1040)
N (1.8779, -0.9885, -0.3674)
N (-0.5258, 0.7606, 0.0058)
P (1.0711, 0.0705, -1.4586)
H (3.8309, 0.3031, 0.4163)
H (3.3262, 0.9709, 2.0406)
H (1.6152, 2.1607, 0.7360)
H (3.0894, 2.6087, 0.2049)
H (2.5811, -1.4731, 1.5023)
H (1.1586, -0.1624, 1.3748)
H (-1.3111, -1.3495, -1.2374)
H (-1.0617, -1.4538, 0.5274)
H (-2.7314, -1.7336, -0.1546)
H (-2.1827, 0.4340, 1.9523)
H (-3.6243, 0.0285, 1.0207)
H (-3.0558, 1.7930, 1.2422)
H (-2.4813, 1.9884, -1.6860)
H (-2.0564, 0.4396, -2.2595)
H (-3.6579, 0.5235, -1.3947)
H (2.4092, -2.9899, -0.3874)
H (0.5608, -2.5407, -0.1042)
H (1.4077, -2.4834, -1.6833)
H (1.8060, 2.1789, -1.8130)
H (-0.5088, 1.8381, -0.1570)

***

Entry 4:
This record from the Open Molecules 2025 dataset describes the ion C8H20N4P with charge +1 in a non-equilibrium geometry. The level of theory is ωB97M-V/def2-TZVPD.

Values from the calculation:
HOMO-LUMO gap: 0.3758 hartree
Total charge: +1
E_HOMO: -12.661 eV
Energy above the lowest of the compared OMol25 structures with the same formula, charge and spin: 33.8 kcal/mol

CARTESIAN COORDINATES (ANGSTROEM)
C (-2.1184, -0.5622, -2.2210)
C (-2.4213, -1.6030, -1.1602)
C (-0.0532, -1.0783, -1.5462)
C (3.8562, 0.5583, 0.6061)
C (-0.3508, 1.7065, 2.4821)
C (-0.7537, -3.3469, -0.3358)
C (3.2968, 0.6269, -0.8277)
C (-1.4149, 1.0587, 1.5456)
N (-0.8912, -0.3374, -2.3136)
N (1.8526, 0.8211, -0.7338)
N (-0.7529, 0.8522, 0.2487)
N (-1.0357, -1.9538, -0.6671)
P (0.3023, -0.4376, 0.1367)
H (-2.7400, 0.0264, -2.8257)
H (-3.1313, -1.1708, -0.4086)
H (-2.8761, -2.4801, -1.6278)
H (0.7189, -1.7184, -2.0276)
H (4.9349, 0.4126, 0.6323)
H (3.6239, 1.6031, 0.9947)
H (3.3475, -0.1938, 1.2196)
H (-0.2857, 2.8483, 2.6173)
H (-0.3849, 1.3015, 3.5143)
H (0.7096, 1.5819, 2.0993)
H (-0.8170, -4.0304, -1.1641)
H (0.2892, -3.4011, 0.0049)
H (-1.4934, -3.6010, 0.5390)
H (3.7603, 1.5427, -1.3136)
H (3.5800, -0.2680, -1.5362)
H (-1.4841, 0.0901, 2.0144)
H (-2.3639, 1.6520, 1.5192)
H (1.7402, 1.5761, -0.1583)
H (-1.2023, 1.2229, -0.6081)
H (1.3425, 0.9463, -1.6431)

***

Entry 5:
This record from the Open Molecules 2025 dataset describes a cluster of 2 separate species, C8H20NO2 in total in a non-equilibrium geometry. The level of theory is ωB97M-V/def2-TZVPD.

Values from the calculation:
HOMO-LUMO gap: 0.4157 hartree
Total charge: +1
E_HOMO: -14.043 eV
Energy above the lowest of the compared OMol25 structures with the same formula, charge and spin: 24.9 kcal/mol

CARTESIAN COORDINATES (ANGSTROEM)
C (2.7648, -1.5905, -1.1260)
C (-1.7975, -0.1612, 1.7819)
C (-2.5345, 1.3127, 0.0960)
C (-2.5124, -1.0136, -0.4820)
C (1.5296, 2.0182, -0.8849)
C (3.0980, -0.5010, -0.0599)
C (-1.7954, 0.0114, 0.3246)
C (1.2458, 1.1326, 0.3319)
N (-0.4241, 0.0000, -0.3217)
O (0.6636, 1.7910, 1.2812)
O (2.0701, 0.1433, 0.7500)
H (1.8989, -2.3093, -0.7676)
H (2.4569, -1.1406, -1.9664)
H (3.7160, -2.0936, -1.3250)
H (-2.8585, -0.2611, 2.0947)
H (-1.3053, -1.1469, 2.0442)
H (-1.3040, 0.5937, 2.3743)
H (-3.2023, 1.3676, 0.9297)
H (-3.1858, 1.4536, -0.7396)
H (-1.8450, 2.1211, -0.1199)
H (-3.4012, -1.4240, -0.0293)
H (-2.9912, -0.8512, -1.5351)
H (-1.7302, -1.7236, -0.6195)
H (2.3392, 2.6756, -0.5567)
H (0.7297, 2.6584, -1.1152)
H (1.8454, 1.4627, -1.7883)
H (3.5375, 0.3243, -0.5818)
H (3.7364, -0.8552, 0.7007)
H (-0.1199, -0.9140, -0.2003)
H (-0.4892, 0.0711, -1.2902)
H (0.6563, 1.3112, 2.0670)

***

Entry 6:
This record from the Open Molecules 2025 dataset describes a cluster of 2 separate species, C8H20S2 in total. The level of theory is ωB97M-V/def2-TZVPD.

Values from the calculation:
HOMO-LUMO gap: 0.3560 hartree
SMILES string: CCCCCC.CSSC
E_HOMO: -8.950 eV
Energy above the lowest of the compared OMol25 structures with the same formula, charge and spin: 2.9 kcal/mol

CARTESIAN COORDINATES (ANGSTROEM)
C (2.7607, 1.9218, 0.6409)
C (-3.3783, 0.8789, -0.9010)
C (1.2799, 1.7277, 0.9663)
C (-1.8975, 1.0731, -1.2264)
C (0.4327, 1.4983, -0.2837)
C (-1.0503, 1.3024, 0.0236)
H (2.8913, 2.7956, -0.0195)
H (3.1548, 1.0296, 0.1259)
H (3.3475, 2.0851, 1.5605)
H (-3.9651, 0.7156, -1.8206)
H (-3.7724, 1.7712, -0.3860)
H (-3.5089, 0.0052, -0.2406)
H (1.1622, 0.8590, 1.6423)
H (0.8993, 2.6214, 1.4972)
H (-1.7798, 1.9417, -1.9025)
H (-1.5169, 0.1793, -1.7573)
H (0.5489, 2.3667, -0.9604)
H (0.8119, 0.6044, -0.8153)
H (-1.1665, 0.4340, 0.7003)
H (-1.4295, 2.1963, 0.5551)
S (-0.7379, -2.1198, -0.1774)
S (0.2885, -1.9984, 1.5794)
C (-0.6237, -3.8803, -0.5640)
C (1.9960, -1.8419, 1.0125)
H (-1.1921, -4.0518, -1.4935)
H (-1.0641, -4.4981, 0.2367)
H (0.4187, -4.2030, -0.7243)
H (2.3303, -2.7313, 0.4523)
H (2.1285, -0.9530, 0.3730)
H (2.6320, -1.7298, 1.9067)

***

Energy (a.u.)
-2803.4323 -426.1356 -822.3482 -876.8922 -521.7273 -1113.1858